#A
{
  "formula": "C4H6N2S",
  "method": "ωB97M-V/def2-TZVPD",
  "e_lumo_ev": 0.63,
  "homo_lumo_gap_ev": 9.67,
  "e_homo_ev": -9.035,
  "species": ["N", "C", "N", "C", "C", "S", "C", "H", "H", "H", "H", "H", "H"],
  "xyz": [[3.62342, 0.46153, -0.46443], [2.53294, 0.20336, -0.26330], [1.33150, 0.10418, 0.25018], [0.27089, -0.79783, -0.11901], [-0.79291, -0.02983, -0.90547], [-0.71134, 1.71814, -0.31400], [0.68283, 1.28195, 0.80237], [-0.11629, -1.10795, 0.82612], [0.53780, -1.44758, -0.86935], [-0.45571, 0.02450, -1.88704], [-1.83668, -0.39096, -0.80642], [0.07927, 1.14769, 1.81885], [1.46324, 2.04999, 1.01108]]
}

***

#B
{
  "formula": "C4H6N2S",
  "method": "ωB97M-V/def2-TZVPD",
  "e_lumo_ev": 0.23,
  "homo_lumo_gap_ev": 8.56,
  "e_homo_ev": -8.328,
  "species": ["S", "C", "N", "C", "C", "C", "N", "H", "H", "H", "H", "H", "H"],
  "xyz": [[1.63968, -1.88859, 1.78915], [1.87965, -0.92906, 0.46673], [0.80461, -0.30912, -0.00024], [-0.61903, -0.36728, 0.61230], [-1.34389, 0.62365, -0.18505], [-0.27226, 1.07721, -1.33416], [0.79440, 0.36031, -1.20720], [3.04621, -0.43822, 0.27909], [-0.57254, 0.06234, 1.56580], [-0.83432, -1.45858, 0.66921], [-2.17255, 0.28051, -0.76996], [-1.78109, 1.35118, 0.32352], [-0.56887, 1.63565, -2.20921]]
}

***

Consider the structures shown above. The least stable of them is #B.